one) C7H16N | ωB97M-V with the def2-TZVPD basis set

Last column: Löwdin charge in e.
Cartesian coordinates (Å):
H: -0.114 2.631 2.806  0.11
H: 0.839 -0.092 -0.953  0.03
H: -2.881 -0.901 -0.580  0.09
H: -1.647 -0.617 0.652  0.07
H: 0.827 1.388 3.627  0.08
H: 1.646 2.679 2.750  0.11
H: 1.259 0.623 -1.303  0.23
H: -0.740 -0.769 -2.257  0.05
H: 0.336 0.843 -3.304  -0.01
C: 0.782 1.157 1.512  -0.02
H: 1.276 -1.856 -1.264  0.15
H: -1.082 0.161 -3.932  0.02
H: 1.162 -2.174 1.321  0.15
H: 0.704 -0.516 2.667  0.12
H: 0.863 1.713 0.584  0.10
H: -1.792 0.484 -0.726  0.09
C: -1.864 -0.564 -0.410  -0.06
C: 0.779 2.006 2.738  -0.05
C: -0.806 -1.347 -1.197  -0.19
C: 0.575 -1.267 -0.665  -0.21
N: -0.523 0.349 -3.108  0.05
C: 0.727 -0.214 1.622  -0.09
H: -1.085 -2.392 -1.351  0.15
C: 0.758 -1.326 0.771  0.03

Kohn-Sham gap ... 5.33 eV
Total charge ... +1

two) C7H16N | ωB97M-V with the def2-TZVPD basis set

Last column: Löwdin charge in e.
Cartesian coordinates (Å):
H: 0.873 -1.576 -0.327  0.12
H: 1.595 -0.026 -0.154  0.13
H: 0.646 -2.200 2.184  0.10
H: -0.978 1.474 -2.554  0.12
H: -0.475 3.169 -0.871  0.09
C: 0.614 -0.526 -0.180  -0.12
C: -0.888 -1.181 -2.181  -0.04
C: -0.285 -1.709 1.877  -0.04
C: 0.259 2.373 -1.036  -0.08
H: 1.080 2.787 -1.628  0.09
N: 0.717 0.512 2.086  0.21
H: -1.861 -0.858 -2.539  0.08
H: 1.726 0.440 1.945  0.17
H: -0.276 -1.328 -3.078  0.09
H: -0.966 -2.140 -1.669  0.07
H: 0.463 1.494 1.957  0.16
H: -0.935 -1.625 2.755  0.09
H: -1.076 0.117 1.056  0.16
C: -0.216 -0.084 -1.369  -0.30
H: -0.807 -2.404 1.226  0.10
C: -0.115 -0.375 1.165  -0.30
H: 0.605 0.289 3.081  0.17
C: -0.369 1.193 -1.705  -0.11
H: 0.671 2.184 -0.043  0.04

Kohn-Sham gap ... 9.02 eV
Total charge ... +1
Structure (SMILES) ... C/C=C(/C)C[C@@H](C)[NH3+]

Relative energy table, unit eV: one) 8.392; two) 0.000

one) C7H16N | ωB97M-V with the def2-TZVPD basis set

Last column: Löwdin charge in e.
Cartesian coordinates (Å):
H: 0.271 1.833 -3.997  0.12
H: 1.989 1.320 -2.553  0.15
H: -0.155 0.634 2.579  0.11
H: 0.011 -2.101 2.846  0.09
H: -1.974 0.395 -0.752  0.05
C: 0.158 1.125 -3.212  0.21
C: 2.291 -0.500 -0.876  0.12
H: 3.208 -0.045 -1.258  0.09
H: 0.136 -0.590 -1.221  0.11
H: -1.848 -1.290 1.149  0.10
C: -0.951 -0.135 2.560  -0.29
H: 2.414 -1.295 -0.139  0.10
H: -0.833 1.536 0.109  0.10
H: -0.755 0.584 -3.055  0.12
H: -1.872 0.308 2.973  0.12
C: -1.152 -0.490 1.072  -0.29
C: 1.115 -0.125 -1.365  -0.13
C: -0.611 -1.340 3.402  -0.12
H: -0.012 -1.010 4.268  0.08
H: -2.421 1.177 0.735  0.07
N: 1.139 0.847 -2.438  0.06
H: -1.486 -1.801 3.790  0.06
C: -1.597 0.694 0.220  -0.12
H: -0.173 -0.953 0.782  0.08

Kohn-Sham gap ... 8.36 eV
Total charge ... +1

two) C7H16N | ωB97M-V with the def2-TZVPD basis set

Last column: Löwdin charge in e.
Cartesian coordinates (Å):
H: -0.078 2.256 1.727  0.07
C: 0.269 1.748 0.838  0.06
C: -0.040 -0.509 1.914  -0.21
C: -0.731 0.110 3.117  -0.08
H: 1.777 0.340 -0.820  0.13
C: -0.078 -0.689 -1.419  -0.33
N: -0.915 0.546 -1.756  0.22
H: -1.778 0.310 2.886  0.09
H: -0.365 -1.679 -3.326  0.09
H: 1.020 -0.540 -3.226  0.09
H: -1.693 0.275 -2.358  0.17
H: -0.284 1.072 3.357  0.07
H: -0.676 -1.231 1.393  0.11
H: -0.774 -1.356 -0.923  0.15
H: 1.199 -2.027 -2.454  0.10
H: 0.563 2.354 -0.012  0.07
C: 0.975 -0.262 -0.416  -0.13
C: 0.436 0.430 0.834  -0.32
H: 1.456 -1.171 -0.043  0.14
H: -1.284 0.946 -0.886  0.15
C: 0.440 -1.290 -2.711  -0.02
H: 0.791 -1.175 2.179  0.13
H: -0.366 1.244 -2.258  0.17
H: -0.610 -0.503 4.003  0.08

Kohn-Sham gap ... 10.20 eV
Total charge ... +1
Structure (SMILES) ... C=C(CC)C[C@H](C)[NH3+]

Relative energy table, unit eV: one) 1.795; two) 0.000

one) C3H4N3 | ωB97M-V with the def2-TZVPD basis set

Last column: Löwdin charge in e.
Cartesian coordinates (Å):
C: 1.947 -0.824 -0.014  0.02
H: -2.196 0.180 0.906  0.10
H: -2.025 -0.239 -0.871  0.12
H: -1.591 1.396 -0.075  0.09
H: 2.821 -1.448 -0.163  0.15
C: 0.603 -0.995 -0.090  0.23
N: 0.587 1.030 0.206  0.13
N: -0.233 0.054 0.077  -0.12
N: 1.786 0.496 0.036  0.17
C: -1.699 0.349 -0.012  0.10

Kohn-Sham gap (spin up / spin down) ... 8.82 / 8.00 eV
Total charge ... +1

two) C3H4N3 | ωB97M-V with the def2-TZVPD basis set

Last column: Löwdin charge in e.
Cartesian coordinates (Å):
H: -2.401 0.290 0.003  0.11
C: 1.452 -0.942 0.004  -0.09
N: 0.848 1.169 -0.004  0.09
C: -0.359 0.734 -0.016  -0.10
N: 0.218 -1.151 -0.023  0.23
H: -0.273 -2.030 -0.036  0.14
H: 2.277 -1.638 0.045  0.15
N: 1.828 0.436 0.015  0.13
C: -1.632 1.048 0.001  0.22
H: -1.959 2.085 0.011  0.12

Kohn-Sham gap ... 8.97 eV
Total charge ... +1

three) C3H4N3 | ωB97M-V with the def2-TZVPD basis set

Last column: Löwdin charge in e.
Cartesian coordinates (Å):
H: 2.630 0.653 1.045  0.15
N: -1.626 0.879 -0.008  0.04
H: 2.440 1.044 -0.902  0.14
H: -3.303 -2.042 0.247  0.11
C: 2.187 0.373 -0.006  -0.01
C: -2.772 -1.210 -0.112  0.28
N: -0.376 0.787 -0.045  0.11
C: 0.747 0.464 -0.051  0.03
N: -2.242 -0.207 0.041  0.02
H: 2.316 -0.740 -0.208  0.13

Kohn-Sham gap ... 9.82 eV
Total charge ... +1

four) C3H4N3 | ωB97M-V with the def2-TZVPD basis set

Last column: Löwdin charge in e.
Cartesian coordinates (Å):
C: -0.831 -1.070 0.238  0.00
N: -2.096 -0.726 0.171  0.15
C: 1.546 0.518 0.007  0.14
H: 1.546 1.541 -0.043  0.05
C: -0.134 0.080 -0.259  -0.03
H: 1.556 0.071 0.979  0.08
N: -1.047 1.095 -0.585  0.20
N: -2.022 0.560 -0.087  0.15
H: -0.519 -2.177 0.404  0.19
H: 2.003 0.107 -0.823  0.07

Kohn-Sham gap (spin up / spin down) ... 7.97 / 8.32 eV
Total charge ... +1

Relative energy table, unit eV: one) 3.123; two) 0.000; three) 1.540; four) 3.621

one) C3H4N3 | ωB97M-V with the def2-TZVPD basis set

Last column: Löwdin charge in e.
Cartesian coordinates (Å):
C: 0.007 -1.006 -0.424  0.05
H: 1.029 1.483 0.859  0.24
H: -0.012 -1.999 -0.654  0.14
C: -0.325 1.290 -0.574  0.14
N: 0.009 -0.569 0.744  0.12
N: -0.017 -0.183 -2.617  0.28
C: -0.062 0.862 0.811  -0.14
H: 0.116 -1.227 1.521  0.21
N: -0.150 0.104 -1.380  -0.21
H: -0.595 1.245 1.715  0.16

Kohn-Sham gap (spin up / spin down) ... 8.19 / 8.11 eV
Total charge ... +1

two) C3H4N3 | ωB97M-V with the def2-TZVPD basis set

Last column: Löwdin charge in e.
Cartesian coordinates (Å):
H: -1.610 -1.300 -0.536  0.13
C: -0.500 -1.318 -0.314  0.04
N: -0.254 0.677 1.348  0.16
N: 0.598 0.969 -0.567  0.20
C: 0.858 1.840 0.418  0.15
H: 1.070 0.979 -1.454  0.19
H: -0.310 -1.947 0.604  0.13
H: -0.120 -1.680 -1.226  0.08
C: -0.171 0.058 0.110  -0.21
N: 0.439 1.722 1.617  0.13

Kohn-Sham gap (spin up / spin down) ... 7.25 / 7.26 eV
Total charge ... +1

Relative energy table, unit eV: one) 1.107; two) 0.000

one) BrH12O6 | ωB97M-V with the def2-TZVPD basis set

Last column: Löwdin charge in e.
Cartesian coordinates (Å):
H: -1.549 -0.725 0.412  -0.14
H: 2.656 2.768 -0.826  0.03
H: -3.239 1.627 -0.377  0.03
H: -2.388 -1.483 1.335  -0.02
Br: 0.076 -0.170 -1.212  0.09
O: 0.480 -0.412 2.215  -0.12
O: 1.671 2.762 -0.804  -0.15
O: -0.978 -3.509 -0.667  -0.08
H: -1.704 -3.438 -1.273  0.01
H: 1.383 -0.677 2.512  0.04
H: 3.274 0.732 0.700  0.01
H: -0.596 -2.649 -0.806  -0.10
H: -1.806 1.519 -0.893  -0.10
O: 3.334 0.083 -0.003  -0.11
H: 0.471 -0.131 1.287  -0.08
O: -2.438 -0.807 0.725  -0.07
O: -2.405 2.137 -0.462  -0.12
H: 1.216 2.050 -1.333  -0.07
H: 2.541 0.322 -0.528  -0.08

Kohn-Sham gap ... 9.25 eV
Total charge ... -1

two) BrH12O6 | ωB97M-V with the def2-TZVPD basis set

Last column: Löwdin charge in e.
Cartesian coordinates (Å):
O: -7.615 -5.281 31.810  -0.19
H: -9.166 -4.459 30.807  -0.14
H: -8.469 -5.288 28.524  0.02
H: -11.789 -7.712 29.840  0.01
H: -10.592 -7.617 30.761  -0.22
H: -8.832 -7.849 30.586  -0.16
O: -9.221 -5.814 28.251  -0.17
H: -8.526 -3.355 31.622  0.04
Br: -9.637 -6.215 30.631  1.11
H: -8.289 -9.252 30.755  0.02
O: -11.490 -7.945 30.719  -0.18
H: -11.402 -4.242 29.528  0.04
O: -8.097 -8.336 30.958  -0.13
O: -10.799 -4.028 30.240  -0.17
H: -8.267 -5.855 31.408  -0.23
O: -8.538 -3.739 30.745  -0.16
H: -9.648 -6.066 29.070  -0.27
H: -10.473 -4.876 30.542  -0.26
H: -8.090 -4.829 32.507  0.03

Kohn-Sham gap ... 8.02 eV
Total charge ... -1

three) BrH12O6 | ωB97M-V with the def2-TZVPD basis set

Last column: Löwdin charge in e.
Cartesian coordinates (Å):
H: -1.951 19.743 -22.363  -0.06
H: 3.316 20.611 -19.236  0.02
H: -3.086 21.894 -22.596  -0.01
H: -0.406 19.707 -18.915  -0.11
O: 1.361 23.916 -21.773  -0.11
O: 1.096 17.829 -22.738  -0.14
H: 1.803 20.679 -19.183  -0.10
H: 1.074 23.071 -21.392  -0.09
H: 0.938 18.592 -22.144  -0.12
O: -2.820 19.783 -22.797  -0.09
H: 1.009 18.214 -23.615  0.01
H: 0.129 18.610 -18.008  0.02
H: -1.959 22.232 -21.668  -0.06
H: -2.762 19.142 -23.511  0.03
O: -0.581 19.255 -18.070  -0.11
O: -2.669 22.655 -22.171  -0.11
O: 2.591 20.727 -18.614  -0.11
Br: 0.198 20.644 -21.132  0.10
H: 1.733 23.661 -22.621  0.02

Kohn-Sham gap ... 9.43 eV
Total charge ... -1

Relative energy table, unit eV: one) 0.591; two) 10.036; three) 0.000